# 1
Here is a structure of composition C37H35ClN2S2Si2Ti from the Open Molecules 2025 dataset. Energies are from ωB97M-V/def2-TZVPD.

The calculation puts the energy at -114976.5860 eV. For the energy above the lowest of the compared OMol25 structures with the same formula, charge and spin, the calculation gives 110.0 kcal/mol. Its HOMO energy (spin up / spin down) is -5.8 / -5.7 eV. The calculation puts the largest force on an atom at 0.0940 hartree/bohr.

ORCA input file:
```
! wB97M-V def2-TZVPD RIJCOSX def2/J DEFGRID3
* xyz 0 3
C -0.14540 -0.97142 -1.96120
C -1.51776 -1.32075 -2.16830
C -2.15857 -0.19157 -2.76268
H -1.96963 -2.30025 -2.03586
C -1.20028 0.88140 -2.85474
C 0.04468 0.37983 -2.36354
H 0.98376 0.92472 -2.40427
H 0.63985 -1.66143 -1.65576
H -3.17092 -0.19399 -3.15766
H -1.36238 1.85585 -3.30719
Ti -1.62336 0.43632 -0.74312
Si -4.07743 1.92837 -1.51219
C -5.82627 1.19308 -1.23306
C -6.83572 1.92981 -0.59794
H -6.63683 2.94511 -0.24976
C -8.09989 1.37843 -0.40456
H -8.85497 1.93512 0.16068
C -8.39304 0.11779 -0.92217
H -9.36265 -0.35068 -0.71917
C -7.43904 -0.55106 -1.69447
H -7.70197 -1.48988 -2.18740
C -6.14170 -0.04180 -1.80837
H -5.37086 -0.59775 -2.34397
C -5.14111 3.32824 -2.53060
C -5.80949 2.93304 -3.69900
H -5.60623 1.95102 -4.13706
C -6.80624 3.73779 -4.27148
H -7.36135 3.38507 -5.14112
C -7.08936 4.99378 -3.70891
H -7.88541 5.61453 -4.12979
C -6.34011 5.44615 -2.62250
H -6.49158 6.44799 -2.21032
C -5.37977 4.60233 -2.02590
H -4.83001 4.94780 -1.15008
H -3.56064 1.70948 -2.86503
Si -4.97347 2.48266 2.37604
C -4.07724 3.46630 1.00787
C -3.20232 3.00335 -0.18928
H -2.34599 2.35839 0.16666
C -2.62231 4.06978 -1.02067
H -2.28913 3.82941 -2.03961
C -2.38366 5.30948 -0.47653
H -1.69341 5.99532 -0.97898
C -3.02066 5.69597 0.70519
H -2.82707 6.68629 1.12228
C -3.91221 4.81606 1.34879
H -4.47474 5.23400 2.19399
C -5.71981 0.74996 2.27368
C -5.34034 -0.24112 1.34821
H -4.69033 0.03029 0.52386
C -5.80744 -1.54314 1.40076
H -5.47068 -2.26862 0.65114
C -6.74300 -1.91035 2.37051
H -7.12278 -2.93904 2.41347
C -7.21080 -0.93089 3.25457
H -7.97298 -1.20694 3.99177
C -6.72967 0.38370 3.19467
H -7.14105 1.14462 3.86015
H -4.70534 2.86176 3.69107
Cl -2.54431 0.71909 1.66126
C -2.49272 -3.09810 0.67580
C -1.14294 -2.53759 0.92232
N -0.75137 -1.31977 0.60217
C 0.47470 -0.99366 1.18352
C 1.06409 -2.05576 1.84635
S 0.04917 -3.45738 1.83174
C 1.02872 0.30633 0.94393
C 2.30155 0.71322 1.29167
S 2.66615 2.27432 0.65797
C 1.06126 2.32586 -0.06536
N 0.31961 1.24205 0.16074
C 0.70214 3.47979 -0.91950
H -2.65118 -3.21000 -0.40235
H -2.54685 -4.08409 1.15249
H -3.26893 -2.44745 1.10224
H 2.05600 -2.01168 2.28058
H 3.01346 0.06915 1.79262
H 1.49843 4.22772 -0.81945
H 0.63288 3.17840 -1.97324
H -0.23716 3.93814 -0.60021
*
```

***

# 2
Here is a structure of composition C37H35CoN6O2S4 from the Open Molecules 2025 dataset. Energies are from ωB97M-V/def2-TZVPD.

The calculation puts the energy at -132944.0563 eV. For the energy above the lowest of the compared OMol25 structures with the same formula, charge and spin, the calculation gives 3.1 kcal/mol. Its HOMO energy (spin up / spin down) is -3.2 / -3.1 eV. The calculation puts the largest force on an atom at 0.0214 hartree/bohr.

ORCA input file:
```
! wB97M-V def2-TZVPD RIJCOSX def2/J DEFGRID3
* xyz -1 2
Co -1.00871 0.05184 0.06812
C -4.13772 -2.74791 3.18115
S -4.41310 -3.00634 1.41478
C -3.20755 -1.88698 0.73764
S -1.54754 -1.94277 1.28128
N -3.62267 -1.13581 -0.21802
N -2.66067 -0.31516 -0.73661
C -2.89576 -0.03406 -2.11272
C -2.16262 1.22955 -2.52126
C -2.12056 1.64118 -3.84964
C -1.46562 2.81714 -4.17023
C -0.87899 3.55985 -3.15580
C -0.96184 3.06849 -1.86332
N -1.57478 1.93114 -1.54830
H -4.68741 -3.52518 3.71145
H -4.49457 -1.76793 3.49711
H -3.07395 -2.83578 3.39770
H -3.96966 0.15519 -2.27249
H -2.58792 1.03064 -4.61229
H -1.40958 3.14988 -5.19958
H -0.35191 4.48198 -3.35850
H -0.49660 3.59886 -1.03853
C 0.31019 -5.84875 3.75806
C 0.77054 -4.47601 3.35094
C 1.45031 -4.28612 2.15341
C 1.82095 -3.01809 1.73572
C 1.50962 -1.92518 2.52656
C 0.84472 -2.09390 3.73199
C 0.48282 -3.36609 4.13802
S 1.92878 -0.29000 1.99176
O 2.75410 -0.44302 0.81808
O 2.50799 0.38481 3.13518
N 0.55543 0.37489 1.54525
C -0.30063 1.04102 2.39254
C -0.12431 1.47568 3.71630
C -1.17847 2.11906 4.33018
C -2.37993 2.33452 3.65542
C -2.46687 1.87823 2.35418
N -1.46253 1.25642 1.75430
H 1.05742 -6.60600 3.51808
H -0.60953 -6.11139 3.23113
H 0.10441 -5.89588 4.82737
H 1.67755 -5.14266 1.52929
H 2.32918 -2.85790 0.79538
H 0.59530 -1.23237 4.33669
H -0.05641 -3.49761 5.06893
H 0.81576 1.31257 4.21820
H -1.06390 2.46000 5.35258
H -3.21659 2.83220 4.12402
H -3.36838 1.98897 1.76142
C 4.83724 2.80887 0.09637
C 3.46479 3.30315 -0.38065
C 3.61274 4.66707 -1.06611
C 2.56773 3.47528 0.84646
C 2.90000 2.28311 -1.36790
C 3.55302 2.06376 -2.59731
C 3.10051 1.13581 -3.51087
C 1.96473 0.39580 -3.18627
S 1.08837 -0.75355 -4.13077
C -0.06305 -0.92436 -2.82451
N 0.19670 -0.22645 -1.76610
C 1.32748 0.56980 -1.96162
C 1.78812 1.52861 -1.06423
C -1.25073 -1.75314 -3.11742
C -1.03695 -2.99867 -3.70357
C -2.09918 -3.80541 -4.07738
C -3.39308 -3.35339 -3.87371
C -3.60935 -2.10982 -3.30155
C -2.55638 -1.28424 -2.91739
H 5.25251 3.50223 0.83179
H 5.54226 2.73165 -0.73360
H 4.74173 1.82566 0.55970
H 4.02981 5.39400 -0.36513
H 2.64174 5.03596 -1.40348
H 4.27409 4.62066 -1.93220
H 2.99138 4.24426 1.49645
H 2.49143 2.55563 1.42733
H 1.55975 3.79154 0.56802
H 4.43985 2.63569 -2.84093
H 3.60542 0.99484 -4.45736
H 1.27014 1.63540 -0.12605
H -0.02119 -3.34795 -3.84380
H -1.91358 -4.77915 -4.51147
H -4.23697 -3.97597 -4.14302
H -4.61887 -1.77193 -3.10458
*
```

***

# 3
Here is a structure of composition C37H35CoN9O8S from the Open Molecules 2025 dataset. Energies are from ωB97M-V/def2-TZVPD.

The calculation puts the energy at -117179.2349 eV. For the energy above the lowest of the compared OMol25 structures with the same formula, charge and spin, the calculation gives 0.0 kcal/mol. Its HOMO energy (spin up / spin down) is -9.8 / -10.3 eV. The calculation puts the largest force on an atom at 0.0100 hartree/bohr.

ORCA input file:
```
! wB97M-V def2-TZVPD RIJCOSX def2/J DEFGRID3
* xyz 1 5
Co -0.94032 -0.36441 -1.00866
O -0.90527 3.84229 -3.21674
C 0.42357 3.88935 -3.34526
C 0.99797 5.09402 -3.74851
C 2.36427 5.18779 -3.88346
C 3.20801 4.09876 -3.62113
C 2.66097 2.91106 -3.21664
C 1.26276 2.78306 -3.06879
C 0.69237 1.56295 -2.58724
O -0.51792 1.31751 -2.47720
N 1.57798 0.46202 -2.25954
N 1.14392 -0.12788 -1.26914
C 1.45662 -1.60038 -1.19380
C 0.72671 -1.89765 1.25682
C 0.85836 -2.60437 2.44775
C -0.09516 -2.47243 3.43820
C -1.17587 -1.63349 3.21650
C -1.23957 -0.96176 2.01465
N -0.31290 -1.07268 1.05263
H -1.17603 2.93242 -2.99321
H 0.34606 5.93118 -3.95687
H 2.79577 6.12616 -4.20742
H 4.27662 4.19695 -3.74599
H 3.28690 2.05073 -3.02154
H 2.24925 -1.80942 -1.91337
H 1.70195 -3.26733 2.58035
H -0.00192 -3.02444 4.36401
H -1.95841 -1.50675 3.95085
H -2.07279 -0.30929 1.78917
C 1.81496 -6.06372 -6.93244
O 2.52387 -6.71633 -5.88898
C 1.92473 -6.83422 -4.68906
C 0.63743 -6.37627 -4.40627
C 0.11432 -6.53314 -3.13333
C 0.86206 -7.15816 -2.14102
C 2.12246 -7.67324 -2.44991
C 2.66329 -7.49021 -3.70032
N 0.41331 -7.41742 -0.81786
N -0.38576 -6.68576 -0.22994
C -0.82857 -5.41574 -0.63296
C -2.24265 -5.26574 -0.69848
C -2.80256 -4.05204 -0.93684
C -1.97630 -2.90972 -1.09825
O -2.47168 -1.73017 -1.11502
C -0.51399 -3.08988 -1.14737
N 0.14046 -2.00836 -1.58378
C 1.82924 -2.07023 0.20718
C 2.26074 -3.50885 0.03954
C 1.46249 -4.47551 -0.41812
C 0.04228 -4.32876 -0.74730
H 2.48741 -6.04457 -7.78391
H 1.55464 -5.04069 -6.65252
H 0.90980 -6.61326 -7.19852
H 0.03202 -5.91330 -5.17105
H -0.89616 -6.20010 -2.94292
H 2.66327 -8.21004 -1.68112
H 3.64514 -7.86707 -3.95229
H -2.84853 -6.14434 -0.52089
H -3.87408 -3.90420 -0.94871
H 2.68945 -1.48719 0.54934
H 3.29199 -3.74818 0.26600
H 1.88967 -5.46721 -0.48530
C -1.62129 8.20392 3.58436
C -1.69286 6.77604 3.05401
S -3.40260 6.30148 2.88575
O -3.99489 6.28810 4.19252
O -3.97865 7.07047 1.81522
C -3.33708 4.60183 2.32778
C -3.01947 4.51212 0.84374
N -3.00108 3.11595 0.38329
C -1.90893 2.33431 0.27591
N -2.23093 1.13827 -0.20378
C -3.57641 1.13476 -0.42130
C -4.06471 2.34581 -0.05370
N -5.43974 2.75926 -0.07322
O -5.71971 3.82958 0.43420
O -6.21782 1.99019 -0.58901
C -0.52739 2.71487 0.67587
H -0.58029 8.51444 3.65662
H -2.07291 8.26890 4.57216
H -2.14039 8.88928 2.91622
H -1.23069 6.06216 3.73728
H -1.23659 6.68972 2.06614
H -4.33614 4.21650 2.53598
H -2.61770 4.06840 2.95173
H -2.04466 4.93454 0.61161
H -3.75952 5.06102 0.27331
H -4.10214 0.27717 -0.80522
H -0.47664 3.70886 1.11066
H 0.14227 2.68696 -0.18455
H -0.15461 1.99812 1.40863
*
```

***

# 4
Here is a structure of composition C37H35FN6OPbS3 from the Open Molecules 2025 dataset. Energies are from ωB97M-V/def2-TZVPD.

The calculation puts the energy at -90394.7613 eV. For the energy above the lowest of the compared OMol25 structures with the same formula, charge and spin, the calculation gives 0.0 kcal/mol. Its HOMO energy is -6.7 eV. The calculation puts the largest force on an atom at 0.0427 hartree/bohr.

ORCA input file:
```
! wB97M-V def2-TZVPD RIJCOSX def2/J DEFGRID3
* xyz 0 1
Pb 0.62255 -0.36108 0.30964
C -1.91441 -0.88286 4.63068
C -1.38486 -1.25594 3.23359
C -0.60821 -2.55810 3.47322
C -2.49211 -1.40424 2.19941
C -3.42590 -2.39052 2.48098
C -4.50571 -2.64708 1.62915
C -4.57837 -1.97037 0.41018
C -3.66691 -0.95054 0.07632
C -3.96626 -0.25292 -1.23484
C -4.93464 0.91878 -1.05715
C -2.78305 0.23570 -2.09687
C -2.61933 -0.59990 1.00319
N -1.75899 0.46171 0.80116
C -2.00080 1.68910 1.41706
C -3.18294 2.08021 2.13008
C -3.34366 3.39141 2.54988
C -2.35429 4.36938 2.39235
C -1.14722 3.99684 1.77657
C -1.02345 2.71756 1.28106
F 0.08923 2.43454 0.54704
H -1.07275 -0.62475 5.29614
H -2.38904 -1.79469 5.05043
H -2.65268 -0.06335 4.59864
H -0.68999 -0.44393 2.89925
H -1.24942 -3.31702 3.97351
H 0.24071 -2.35395 4.16436
H -0.18477 -2.96429 2.54205
H -3.32165 -2.96521 3.38774
H -5.28529 -3.34495 1.87326
H -5.37513 -2.22423 -0.28926
H -4.48439 -1.02900 -1.80976
H -4.45638 1.70321 -0.44518
H -5.88494 0.57434 -0.57947
H -5.19073 1.32514 -2.04064
H -2.30734 1.12836 -1.66680
H -3.22328 0.51445 -3.08061
H -2.01784 -0.53843 -2.23111
H -3.98322 1.37408 2.28884
H -4.26303 3.62569 3.04436
H -2.55535 5.37492 2.74309
H -0.30579 4.67555 1.65853
N 4.97753 1.59311 -0.29360
C 3.71247 1.98953 -0.50327
N 2.91603 1.38171 0.39518
C 3.77823 0.69777 1.17208
N 5.04955 0.76090 0.77397
C 3.41876 0.03849 2.41092
C 4.39196 -0.77561 3.02028
N 4.17519 -1.37137 4.18685
C 3.02709 -1.05041 4.80909
C 2.11351 -0.20524 4.23316
N 2.25757 0.27372 2.98679
H 5.82787 1.92993 -0.77528
H 3.42249 2.74067 -1.21560
H 5.36582 -0.92194 2.56401
H 2.87192 -1.45859 5.80474
H 1.18893 0.08724 4.73632
O 0.40660 -0.52675 -1.83853
C 1.41826 -0.51828 -2.85429
C 1.47491 0.95341 -3.37368
C 0.81373 2.07080 -2.92425
C 1.09945 3.28469 -3.60488
C 1.92410 3.08895 -4.67222
S 2.36329 1.40388 -4.80388
C 2.74084 -1.13575 -2.35376
C 4.01248 -0.76682 -2.67792
C 5.02325 -1.47108 -1.95227
C 4.54710 -2.39072 -1.11361
S 2.79337 -2.46682 -1.17883
C 0.91333 -1.38473 -4.07716
C 1.71275 -2.16475 -4.85844
C 1.04657 -2.75667 -5.96412
C -0.27808 -2.46571 -6.00113
S -0.73034 -1.43075 -4.67953
H 0.18560 2.05063 -2.04863
H 0.71548 4.25162 -3.30695
H 2.34241 3.77797 -5.38558
H 4.25547 -0.02774 -3.42132
H 6.07273 -1.22572 -2.04325
H 5.03525 -3.05397 -0.41771
H 2.75511 -2.30481 -4.65188
H 1.51857 -3.40254 -6.69073
H -1.02554 -2.75188 -6.74118
*
```

***

# 5
Here is a structure of composition C37H35FeN8O2 from the Open Molecules 2025 dataset. Energies are from ωB97M-V/def2-TZVPD.

The calculation puts the energy at -89337.6092 eV. Its HOMO energy (spin up / spin down) is -6.9 / -7.0 eV. The calculation puts the largest force on an atom at 0.0132 hartree/bohr.

ORCA input file:
```
! wB97M-V def2-TZVPD RIJCOSX def2/J DEFGRID3
* xyz 0 6
Fe 0.06625 -1.35551 -0.01834
C -2.83954 4.64586 -1.89853
C -2.48198 3.39855 -1.13918
C -2.18507 3.43092 0.22312
C -1.77401 2.29397 0.87959
C -1.64604 1.04165 0.24440
N -1.08009 -0.02577 0.91338
C -1.31400 -0.17890 2.27545
C -2.60102 -0.07445 2.82168
C -2.84174 -0.28490 4.16277
C -1.81781 -0.63966 5.04110
C -2.09096 -0.93237 6.49060
C -0.54182 -0.75760 4.51594
C -0.29008 -0.51231 3.17163
N 1.06495 -0.58720 2.72699
C 2.14326 -0.03255 3.31207
C 3.25947 -0.48322 2.64273
C 2.75679 -1.32587 1.64704
N 1.43270 -1.39881 1.71693
C -2.03146 1.00357 -1.11251
C -2.39938 2.17447 -1.77517
N -2.11854 -0.21338 -1.85808
C -2.80722 -0.42834 -3.00560
C -2.63768 -1.74541 -3.35872
C -1.82458 -2.28002 -2.35227
N -1.53382 -1.35133 -1.45715
H -3.36385 5.35690 -1.25966
H -3.48263 4.42234 -2.75020
H -1.94611 5.14488 -2.28129
H -2.24442 4.36653 0.76739
H -1.50544 2.35187 1.92709
H -3.41896 0.15931 2.15240
H -3.85596 -0.20208 4.53642
H -3.04599 -0.50960 6.80120
H -1.31397 -0.51776 7.13428
H -2.13080 -2.00829 6.67400
H 0.28663 -1.04932 5.15209
H 2.02948 0.64108 4.14408
H 4.28462 -0.22034 2.83323
H 3.27712 -1.87152 0.87576
H -2.61776 2.13969 -2.83414
H -3.39319 0.33874 -3.47477
H -3.06016 -2.24694 -4.21100
H -1.44236 -3.27920 -2.21976
C 2.00572 -5.25293 -0.37142
C 0.97873 -4.16658 -0.28587
N 1.15302 -3.01799 -0.86890
O 2.42761 -2.83475 -1.42847
C -0.23710 -4.33437 0.44529
C -0.79632 -5.66023 0.85107
N -0.84034 -3.19548 0.75776
O -1.92338 -3.20168 1.39082
H 3.00732 -4.83286 -0.31941
H 1.92162 -5.77137 -1.32952
H 1.86229 -5.97755 0.42612
H 2.36483 -1.93444 -1.77791
H -0.56139 -6.43657 0.12221
H -1.87821 -5.56300 0.93623
H -0.42944 -5.98791 1.82841
N 1.06523 -0.11425 -1.07310
C 1.53419 0.94092 -1.56584
C 2.44052 1.82150 -0.76056
C 3.69099 2.21157 -1.23220
C 4.51624 3.00033 -0.44490
C 4.08437 3.42845 0.80339
C 2.83338 3.05034 1.26950
C 2.01935 2.23554 0.49802
C 1.11585 1.39671 -2.93196
C 1.27857 2.71640 -3.34970
C 0.80048 3.12393 -4.58744
C 0.15838 2.21988 -5.41891
C -0.01317 0.90341 -5.00685
C 0.45915 0.49570 -3.77237
H 4.01794 1.89350 -2.21525
H 5.49390 3.28909 -0.80929
H 4.72321 4.05735 1.41032
H 2.49258 3.38755 2.24075
H 1.04872 1.91464 0.85631
H 1.76023 3.43254 -2.69783
H 0.92568 4.15321 -4.89878
H -0.21104 2.53905 -6.38524
H -0.52115 0.19465 -5.64882
H 0.30859 -0.52199 -3.43265
*
```